No. 1
This record from the OMol25 dataset describes a structure of composition C35H39As2BrInN5O14 in a non-equilibrium geometry. The level of theory is ωB97M-V/def2-TZVPD.

CARTESIAN COORDINATES (ANGSTROEM)
In (1.978, -0.857, -1.798)
C (5.510, -0.852, -1.581)
O (4.400, -0.888, -0.688)
C (4.641, -0.655, 0.637)
C (5.898, -0.470, 1.180)
C (6.037, -0.319, 2.556)
Br (7.772, -0.104, 3.277)
C (4.939, -0.310, 3.387)
C (3.664, -0.423, 2.830)
C (3.520, -0.628, 1.465)
O (2.286, -0.846, 0.880)
C (2.510, -0.304, 3.724)
N (2.481, -0.742, 4.946)
C (1.262, -0.360, 5.466)
C (0.722, -0.563, 6.735)
C (-0.528, -0.036, 6.990)
C (-1.235, 0.685, 6.018)
C (-0.716, 0.897, 4.754)
C (0.535, 0.354, 4.494)
N (1.336, 0.342, 3.367)
H (6.226, -1.643, -1.352)
H (6.001, 0.122, -1.552)
H (5.099, -1.018, -2.576)
H (6.777, -0.444, 0.555)
H (5.038, -0.195, 4.456)
H (1.625, -0.956, 1.579)
H (1.280, -1.104, 7.486)
H (-0.975, -0.172, 7.965)
H (-2.205, 1.092, 6.268)
H (-1.248, 1.478, 4.011)
H (1.206, 0.938, 2.565)
C (-0.883, -0.618, -6.005)
O (-0.657, -0.061, -4.692)
C (-1.346, 1.035, -4.382)
O (-2.155, 1.583, -5.071)
C (-0.990, 1.493, -2.991)
C (-1.902, 1.782, -2.050)
As (-3.896, 1.697, -2.141)
C (-4.268, 0.397, -3.562)
C (-3.916, 0.269, -0.782)
C (-3.130, -0.812, -0.804)
As (-1.583, -1.176, -1.864)
C (-2.313, -2.694, -2.825)
C (-3.554, -2.093, -0.046)
O (-4.348, -2.810, -0.581)
O (-2.894, -2.430, 1.047)
C (-2.075, -1.474, 1.728)
C (-5.095, 0.281, 0.149)
O (-5.149, -0.377, 1.154)
O (-6.045, 1.093, -0.292)
C (-7.279, 1.091, 0.458)
C (-1.432, 1.983, -0.637)
O (-0.818, 1.099, -0.080)
O (-1.740, 3.082, 0.027)
C (-2.388, 4.210, -0.581)
H (-0.533, -1.644, -5.960)
H (-0.313, -0.061, -6.746)
H (-1.938, -0.565, -6.264)
H (-4.384, 0.888, -4.522)
H (-5.208, -0.090, -3.300)
H (-3.476, -0.355, -3.620)
H (-3.399, -2.709, -2.857)
H (-1.967, -3.590, -2.296)
H (-1.882, -2.717, -3.827)
H (-1.793, -1.950, 2.661)
H (-2.636, -0.563, 1.936)
H (-1.177, -1.231, 1.149)
H (-7.946, 1.773, -0.056)
H (-7.101, 1.417, 1.481)
H (-7.692, 0.085, 0.477)
H (-1.951, 5.094, -0.124)
H (-3.453, 4.189, -0.358)
H (-2.251, 4.237, -1.661)
C (3.825, 4.750, -0.108)
N (2.800, 3.940, -0.760)
C (1.754, 4.473, -1.389)
C (0.839, 3.704, -2.055)
C (1.092, 2.325, -2.059)
O (0.371, 1.450, -2.815)
N (2.106, 1.781, -1.444)
C (3.017, 2.538, -0.756)
O (3.965, 2.074, -0.169)
H (3.515, 5.790, -0.084)
H (4.762, 4.646, -0.653)
H (3.996, 4.383, 0.901)
H (1.670, 5.552, -1.375)
H (0.037, 4.153, -2.617)
N (1.138, -6.399, -0.180)
C (1.445, -5.130, -0.829)
C (0.412, -4.088, -0.390)
O (-0.376, -4.485, 0.569)
O (0.324, -2.970, -0.879)
H (1.947, -6.850, 0.225)
H (0.697, -7.060, -0.807)
H (-0.098, -5.428, 0.756)
H (1.462, -5.171, -1.918)
H (2.416, -4.754, -0.499)

Values from the calculation:
E_LUMO ... -7.862 eV
HOMO-LUMO gap ... 4.177 eV
Largest force on an atom ... 1.0 eV/A
Molecular weight ... 1098.284 g mol⁻¹
Charge ... +2
Energy above the lowest of the compared OMol25 structures with the same formula, charge and spin ... 3.386 eV

No. 2
This record from the OMol25 dataset describes a structure of composition C35H39AuGeN3O3S. The level of theory is ωB97M-V/def2-TZVPD.

CARTESIAN COORDINATES (ANGSTROEM)
Au (0.031, 0.452, -0.357)
C (-1.832, -2.802, -3.091)
O (-0.392, -2.769, -3.278)
C (0.070, -1.863, -2.402)
N (-0.757, -1.400, -1.547)
C (-2.047, -2.083, -1.748)
C (-3.250, -1.157, -1.725)
C (-3.103, 0.214, -1.907)
C (-4.211, 1.050, -1.890)
C (-5.478, 0.521, -1.708)
C (-5.635, -0.847, -1.540)
C (-4.526, -1.679, -1.543)
C (1.514, -1.543, -2.471)
C (2.457, -2.337, -3.116)
C (3.790, -2.010, -2.934)
C (4.146, -0.926, -2.139)
C (3.119, -0.149, -1.615)
N (1.855, -0.455, -1.808)
C (3.431, 0.995, -0.725)
N (2.648, 1.789, -0.061)
C (3.446, 2.509, 0.978)
C (4.854, 1.948, 0.749)
O (4.731, 1.114, -0.421)
C (2.928, 2.257, 2.376)
C (2.268, 1.079, 2.710)
C (1.872, 0.853, 4.017)
C (2.137, 1.796, 5.000)
C (2.792, 2.972, 4.670)
C (3.184, 3.204, 3.360)
H (-2.147, -3.841, -3.090)
H (-2.286, -2.270, -3.927)
H (-2.159, -2.820, -0.938)
H (-2.119, 0.633, -2.041)
H (-4.079, 2.117, -2.021)
H (-6.344, 1.172, -1.699)
H (-6.624, -1.267, -1.401)
H (-4.649, -2.746, -1.394)
H (2.155, -3.175, -3.729)
H (4.561, -2.616, -3.392)
H (5.179, -0.694, -1.926)
H (3.381, 3.571, 0.744)
H (5.172, 1.323, 1.581)
H (5.602, 2.710, 0.547)
H (2.038, 0.346, 1.944)
H (1.349, -0.062, 4.269)
H (1.828, 1.618, 6.022)
H (2.994, 3.714, 5.433)
H (3.684, 4.131, 3.101)
C (1.719, 5.011, -1.519)
Ge (0.968, 3.223, -1.891)
C (-0.942, 3.357, -2.278)
C (1.953, 2.413, -3.384)
C (1.272, 2.157, -0.222)
H (1.582, 5.695, -2.358)
H (2.793, 4.947, -1.324)
H (1.238, 5.454, -0.645)
H (-1.138, 4.175, -2.973)
H (-1.505, 3.536, -1.361)
H (-1.302, 2.435, -2.733)
H (1.891, 3.078, -4.247)
H (1.538, 1.447, -3.669)
H (3.014, 2.286, -3.153)
H (1.003, 2.751, 0.650)
C (-1.229, -5.914, 2.020)
C (-1.629, -4.465, 2.015)
C (-0.674, -3.461, 2.152)
C (-1.036, -2.122, 2.124)
C (-2.365, -1.779, 1.962)
C (-3.335, -2.761, 1.812)
C (-2.965, -4.095, 1.850)
S (-2.853, -0.049, 1.908)
C (-3.106, 0.136, 3.693)
O (-1.602, 0.709, 1.598)
H (-0.317, -6.069, 2.596)
H (-1.044, -6.271, 1.004)
H (-2.015, -6.538, 2.446)
H (0.367, -3.735, 2.285)
H (-0.298, -1.332, 2.224)
H (-4.372, -2.482, 1.658)
H (-3.722, -4.864, 1.747)
H (-2.192, -0.145, 4.212)
H (-3.941, -0.487, 4.014)
H (-3.336, 1.186, 3.870)

Values from the calculation:
E_LUMO (alpha / beta) ... -3.082 / -3.082 eV
HOMO-LUMO gap (alpha / beta) ... 6.374 / 6.373 eV
Largest force on an atom ... 0.8 eV/A
Molecular weight ... 851.359 g mol⁻¹
Charge ... +1
Energy above the lowest of the compared OMol25 structures with the same formula, charge and spin ... 0.000 eV

No. 3
This record from the OMol25 dataset describes a cluster of 7 separate species, C35H39BrN8O3 in total in a non-equilibrium geometry. The level of theory is ωB97M-V/def2-TZVPD.

CARTESIAN COORDINATES (ANGSTROEM)
C (-0.166, -1.056, 0.825)
N (-0.201, 0.229, 0.042)
C (0.321, 0.059, -1.347)
C (-1.575, 0.786, 0.054)
O (-1.743, 1.843, 0.725)
C (-2.820, 0.063, -0.697)
N (-4.004, -0.033, 0.197)
Br (-4.990, 1.553, 0.280)
C (-4.835, -1.209, -0.069)
O (-5.617, -1.578, 0.843)
O (-4.855, -1.957, -1.272)
H (-0.868, -1.032, 1.733)
H (0.914, -1.221, 1.138)
H (-0.541, -1.885, 0.133)
H (1.031, -0.854, -1.351)
H (-0.490, -0.139, -2.145)
H (0.884, 1.020, -1.628)
H (-2.432, -0.996, -0.945)
H (-3.006, 0.593, -1.691)
H (-5.361, -1.506, -1.980)
N (-0.665, -0.078, -4.271)
C (-1.778, 0.318, -4.909)
C (-1.792, 0.817, -6.201)
C (-0.586, 0.919, -6.877)
C (0.581, 0.519, -6.242)
C (0.488, 0.030, -4.949)
H (-2.696, 0.222, -4.338)
H (-2.722, 1.119, -6.666)
H (-0.555, 1.306, -7.890)
H (1.540, 0.586, -6.740)
H (1.372, -0.298, -4.412)
N (-6.000, -5.181, 5.530)
C (-4.954, -4.457, 5.103)
C (-5.005, -3.589, 4.024)
C (-6.206, -3.462, 3.341)
C (-7.303, -4.200, 3.760)
C (-7.150, -5.038, 4.853)
H (-4.036, -4.593, 5.667)
H (-4.129, -3.027, 3.725)
H (-6.285, -2.793, 2.490)
H (-8.255, -4.126, 3.250)
H (-7.980, -5.634, 5.221)
N (-3.233, 5.137, -2.140)
C (-3.247, 6.462, -2.354)
C (-3.686, 7.390, -1.423)
C (-4.143, 6.924, -0.199)
C (-4.142, 5.559, 0.048)
C (-3.679, 4.714, -0.947)
H (-2.883, 6.777, -3.327)
H (-3.671, 8.448, -1.650)
H (-4.496, 7.619, 0.555)
H (-4.492, 5.161, 0.993)
H (-3.656, 3.639, -0.799)
N (2.918, -2.429, -0.915)
C (3.586, -1.778, -1.881)
C (4.961, -1.610, -1.890)
C (5.693, -2.141, -0.839)
C (5.029, -2.818, 0.174)
C (3.651, -2.935, 0.089)
H (2.969, -1.377, -2.679)
H (5.447, -1.077, -2.698)
H (6.771, -2.030, -0.811)
H (5.570, -3.245, 1.009)
H (3.087, -3.458, 0.855)
N (0.255, -1.124, 4.435)
C (0.244, 0.202, 4.224)
C (-0.197, 1.127, 5.156)
C (-0.657, 0.660, 6.378)
C (-0.657, -0.706, 6.623)
C (-0.193, -1.550, 5.627)
H (0.609, 0.518, 3.252)
H (-0.181, 2.186, 4.931)
H (-1.011, 1.353, 7.133)
H (-1.009, -1.106, 7.565)
H (-0.170, -2.625, 5.772)
N (8.317, 0.389, -1.549)
C (8.984, 1.039, -2.516)
C (10.359, 1.206, -2.527)
C (11.093, 0.676, -1.477)
C (10.430, 0.001, -0.462)
C (9.052, -0.117, -0.544)
H (8.367, 1.439, -3.314)
H (10.844, 1.738, -3.336)
H (12.172, 0.787, -1.449)
H (10.972, -0.426, 0.373)
H (8.490, -0.639, 0.223)

Values from the calculation:
E_LUMO ... -0.446 eV
HOMO-LUMO gap ... 8.161 eV
Largest force on an atom ... 5.0 eV/A
SMILES string ... CN(C)C(=O)CN(Br)C(=O)O.c1ccncc1.c1ccncc1.c1ccncc1.c1ccncc1.c1ccncc1.c1ccncc1
Molecular weight ... 699.654 g mol⁻¹
Charge ... 0

- Number 3 is which compound?
  C35H39BrN8O3